Model one:
Computed, not measured: a molecular structure, C4H5FO2, with ωB97M-V/def2-TZVPD.

Cartesian coordinates (Å):
1 C -2.753 -0.234 0.214
2 C -1.187 0.191 -0.110
3 C 0.869 -0.707 -0.123
4 C 1.572 0.349 -0.095
5 H -2.652 -1.324 0.756
6 H -3.458 -0.135 -0.946
7 H -3.216 0.598 1.139
8 H 1.420 -1.723 -0.016
9 H 1.273 1.325 -0.046
10 O -0.852 1.324 -0.099
11 O -0.466 -0.955 -0.162
12 F 2.908 0.079 0.210

Gap between HOMO and LUMO in eV: 10.6530
HOMO in hartree: -0.3675

***

Model two:
Computed, not measured: 2 unconnected molecules or ions with the total composition C4H5FO2, with ωB97M-V/def2-TZVPD.

Cartesian coordinates (Å):
1 C -0.480 -1.192 -0.776
2 C -0.745 -0.378 1.811
3 C 0.445 1.148 -0.293
4 C 0.519 -0.221 -1.130
5 O -1.068 -2.123 -1.072
6 O -0.315 -1.172 2.575
7 F -1.723 0.518 2.067
8 H 1.394 1.725 -0.490
9 H 0.351 0.799 0.884
10 H -0.533 1.592 -0.477
11 H 1.498 -0.695 -0.851
12 H 0.657 -0.001 -2.249

Gap between HOMO and LUMO (spin up / spin down) in eV: 7.0803 / 8.1873
HOMO (spin up / spin down) in hartree: -0.2818 / -0.3066

***

Ranked by calculated energy, most stable first: model one, model two.

***

Model one:
Computed, not measured: 2 unconnected molecules or ions with the total composition C5H12N3, with ωB97M-V/def2-TZVPD.

Cartesian coordinates (Å):
1 C 0.272 -0.911 0.968
2 C -1.241 -0.638 -0.919
3 C 0.376 1.602 1.269
4 C 1.286 -1.805 0.435
5 C -1.421 0.553 -1.685
6 N 0.881 0.432 0.981
7 N 1.225 2.596 1.435
8 N -1.821 -1.729 -0.964
9 H -0.700 1.678 1.364
10 H 1.445 -2.436 1.303
11 H 2.148 -1.300 0.086
12 H 1.037 -2.552 -0.237
13 H -2.004 0.393 -2.575
14 H -0.477 0.683 -2.143
15 H -1.830 1.429 -1.164
16 H 1.918 0.382 0.844
17 H 0.877 3.640 1.505
18 H 2.160 2.401 1.383
19 H -2.560 -1.921 -1.554
20 H -1.569 -2.497 -0.333

Gap between HOMO and LUMO (spin up / spin down) in eV: 7.3053 / 7.3045
Charge: +1
HOMO (spin up / spin down) in hartree: -0.3994 / -0.3993

***

Model two:
Computed, not measured: a gas-phase ion, C5H12N3 (charge +1), with ωB97M-V/def2-TZVPD.

Cartesian coordinates (Å):
1 C 2.231 0.958 -0.040
2 N 0.929 0.265 0.004
3 C -0.092 1.011 -0.070
4 C -1.580 0.366 -0.303
5 N -2.523 1.230 0.260
6 N -1.590 -1.058 0.009
7 C -0.328 -1.776 -0.265
8 C 0.863 -1.087 0.360
9 H 2.777 0.174 -0.607
10 H 2.157 1.932 -0.542
11 H 2.540 1.296 1.029
12 H -0.152 2.133 0.110
13 H -1.555 0.592 -1.340
14 H -3.438 0.879 -0.030
15 H -2.619 1.041 1.342
16 H -1.744 -1.089 0.976
17 H -0.127 -1.981 -1.323
18 H -0.354 -2.762 0.307
19 H 0.952 -1.240 1.502
20 H 1.827 -1.598 0.053

Gap between HOMO and LUMO in eV: 9.0100
Charge: +1
HOMO in hartree: -0.5003

***

Ranked by calculated energy, most stable first: model two, model one.

***

Model one:
Computed, not measured: 2 unconnected molecules or ions with the total composition C3H8O2, with ωB97M-V/def2-TZVPD.

Cartesian coordinates (Å):
1 C -0.930 -0.084 -2.394
2 O -0.318 -1.137 -2.112
3 H -0.546 0.892 -2.031
4 H -2.070 -0.158 -2.581
5 C 1.153 -0.232 0.680
6 C -0.306 0.069 0.979
7 O -0.241 0.709 2.221
8 H 1.759 -0.377 1.743
9 H 1.115 -1.179 0.140
10 H 1.593 0.475 0.026
11 H -0.817 -0.916 1.062
12 H -0.782 0.534 0.074
13 H 0.391 1.403 2.193

Gap between HOMO and LUMO in eV: 10.2250
HOMO in hartree: -0.3723

***

Model two:
Computed, not measured: 2 unconnected molecules or ions with the total composition C3H8O2, with ωB97M-V/def2-TZVPD.

Cartesian coordinates (Å):
1 C 2.177 -2.038 3.769
2 O 1.942 -0.977 4.442
3 H 2.729 -1.833 2.884
4 H 2.170 -3.079 4.243
5 C -0.663 1.630 -1.282
6 C -0.795 0.381 -2.165
7 O -2.016 -0.341 -1.946
8 H -0.360 2.591 -1.699
9 H -0.167 1.277 -0.364
10 H -1.781 1.831 -1.174
11 H -0.802 0.646 -3.209
12 H 0.082 -0.356 -1.992
13 H -2.516 0.267 -1.506

Gap between HOMO and LUMO in eV: 10.5725
HOMO in hartree: -0.3789

***

Ranked by calculated energy, most stable first: model one, model two.

***

Model one:
Computed, not measured: a molecular structure, C3H8O2, with ωB97M-V/def2-TZVPD.

Cartesian coordinates (Å):
1 C 0.430 0.535 -0.976
2 C -0.685 -0.008 -1.850
3 H -1.661 0.328 -1.495
4 H 1.436 0.198 -1.240
5 H 0.464 1.625 -0.887
6 H 0.517 -0.212 0.200
7 H -0.689 -1.099 -1.849
8 H -0.573 0.325 -2.883
9 C -0.011 -0.478 1.896
10 O 0.936 -0.057 2.801
11 O -0.927 -1.187 2.241
12 H 0.705 -0.431 3.675
13 H 0.057 0.463 0.368

Gap between HOMO and LUMO in eV: 8.5322
HOMO in hartree: -0.2839

***

Model two:
Computed, not measured: 2 unconnected molecules or ions with the total composition C3H8O2, with ωB97M-V/def2-TZVPD.

Cartesian coordinates (Å):
1 C 0.000 0.000 0.000
2 C -1.225 -0.114 -0.862
3 C -1.364 0.991 -1.849
4 O -2.106 -0.971 -0.639
5 H 0.985 0.065 -0.492
6 H 0.051 -0.769 0.789
7 H -0.224 0.973 0.470
8 H -2.025 1.725 -1.357
9 H -1.838 0.667 -2.791
10 H -0.407 1.484 -2.088
11 O -6.033 1.740 -4.041
12 H -5.981 1.350 -3.138
13 H -5.136 1.603 -4.422

Gap between HOMO and LUMO in eV: 10.4609
HOMO in hartree: -0.3630

***

Ranked by calculated energy, most stable first: model two, model one.

***

Model one:
Computed, not measured: a gas-phase ion, C4H13N2S (charge +1), with ωB97M-V/def2-TZVPD.

Cartesian coordinates (Å):
1 N -0.622 -2.164 -2.208
2 C -0.237 -2.604 -0.772
3 C -0.694 -1.399 0.030
4 N 0.111 -0.202 -0.563
5 C 1.222 0.405 0.159
6 C 0.657 0.970 1.471
7 S -0.212 2.516 1.019
8 H 0.067 -2.652 -2.817
9 H -1.521 -2.580 -2.333
10 H 0.851 -2.889 -0.479
11 H -0.547 -3.631 -0.583
12 H -0.464 -1.363 1.089
13 H -1.793 -1.199 0.191
14 H -0.453 0.738 -0.512
15 H 0.518 -0.377 -1.571
16 H 2.042 -0.348 0.242
17 H 1.674 1.186 -0.507
18 H 1.393 1.184 2.244
19 H 0.139 0.222 2.088
20 H -0.625 3.796 0.699

Gap between HOMO and LUMO in eV: 8.2634
Charge: +1
HOMO in hartree: -0.4786

***

Model two:
Computed, not measured: 2 unconnected molecules or ions with the total composition C4H13N2S, with ωB97M-V/def2-TZVPD.

Cartesian coordinates (Å):
1 C 2.011 1.942 -0.385
2 C 0.893 0.979 0.027
3 C 1.099 0.440 1.449
4 S -0.326 -0.701 1.982
5 H 1.812 2.431 -1.348
6 H 2.992 1.441 -0.441
7 H 2.071 2.720 0.389
8 H -0.097 1.494 0.036
9 H 0.830 0.130 -0.679
10 H 1.123 1.285 2.152
11 H 2.041 -0.140 1.536
12 H 0.111 -0.942 3.245
13 N -1.394 -2.481 -1.173
14 C -1.732 -1.217 -1.440
15 N -2.608 -0.499 -0.734
16 H -1.802 -2.995 -0.412
17 H -0.498 -2.804 -1.501
18 H -1.062 -0.692 -2.120
19 H -2.558 0.498 -0.716
20 H -2.905 -0.889 0.134

Gap between HOMO and LUMO in eV: 8.3935
Charge: +1
HOMO in hartree: -0.4624

***

Ranked by calculated energy, most stable first: model two, model one.

***

Model one:
Computed, not measured: 2 unconnected molecules or ions with the total composition C4H13N2S, with ωB97M-V/def2-TZVPD.

Cartesian coordinates (Å):
1 C -1.344 0.836 1.514
2 C 1.084 0.548 -2.417
3 C 0.164 0.651 1.265
4 C 1.320 0.334 -0.982
5 N 2.314 -0.405 -0.537
6 N 0.433 0.817 -0.134
7 S -2.366 -2.652 0.438
8 H -1.641 0.899 2.574
9 H -1.717 1.707 0.889
10 H -1.901 0.064 0.944
11 H 1.743 1.281 -2.867
12 H 0.095 0.805 -2.518
13 H 1.128 -0.383 -3.023
14 H 0.501 -0.292 1.678
15 H 0.532 1.565 1.895
16 H 2.193 -0.817 0.401
17 H 3.052 -0.841 -1.067
18 H -3.061 -1.867 1.290
19 H -0.204 1.473 -0.516
20 H -2.327 -3.722 1.174

Gap between HOMO and LUMO in eV: 9.4375
Charge: +1
HOMO in hartree: -0.4655

***

Model two:
Computed, not measured: 2 unconnected molecules or ions with the total composition C4H13N2S, with ωB97M-V/def2-TZVPD.

Cartesian coordinates (Å):
1 C 0.188 -1.311 2.084
2 C 0.861 -0.693 1.097
3 N 1.099 -1.392 -0.165
4 N -0.069 -0.819 3.352
5 H -0.188 -2.339 1.919
6 H 1.241 0.321 1.124
7 H 2.072 -1.560 -0.344
8 H 0.597 -2.289 -0.164
9 H 0.718 -0.837 -0.945
10 H -0.016 0.184 3.433
11 H -0.959 -1.153 3.724
12 C -1.071 1.419 -0.817
13 C -0.832 1.354 -2.320
14 S 0.644 0.349 -2.783
15 H -0.183 1.793 -0.290
16 H -1.349 0.419 -0.403
17 H -1.910 2.072 -0.576
18 H -1.712 0.896 -2.855
19 H -0.679 2.364 -2.762
20 H 1.548 1.222 -2.310

Gap between HOMO and LUMO in eV: 9.9982
Charge: +1
HOMO in hartree: -0.4784

***

Ranked by calculated energy, most stable first: model one, model two.